Record 1
15
Properties=species:S:1:pos:R:3:mulliken_charge:R:1 method="wB97M-V/def2-TZVPD" relative_energy_kcal_mol=12.1 spin_multiplicity=3 fmax_ha_per_bohr=0.1308 homo_lumo_gap_ev="5.807 / 6.337" e_lumo_ev="0.77 / -3.70" energy_ha=-474.0404 s_squared=2.0055
C -1.5824 0.4544 -0.2989 0.7243
C 1.6503 -0.3099 0.7911 -1.1319
C 1.2475 0.8454 -0.1373 0.7950
N -2.8580 -0.0200 -0.5979 -0.4895
O -1.5924 1.5585 0.3321 -0.5834
O 0.8692 1.9023 0.3824 -0.4132
O 1.5805 0.6497 -1.3820 -0.4732
O -0.6218 -0.1839 -0.7186 -0.5890
H 1.7079 0.0942 1.8483 0.2961
H 0.8802 -1.2219 0.7506 0.2325
H 2.6144 -0.6970 0.5630 0.4416
H -3.7289 0.3998 -0.1907 0.2198
H -2.9112 -0.9956 -0.7647 0.2388
H -0.5462 1.8502 0.4955 0.4220
H 2.0365 -0.2086 -1.4363 0.3102

***

Record 2
12
Properties=species:S:1:pos:R:3:mulliken_charge:R:1 method="wB97M-V/def2-TZVPD" relative_energy_kcal_mol=62.4 fmax_ha_per_bohr=0.0922 homo_lumo_gap_ev=10.765 e_lumo_ev=1.01 energy_ha=-157.0844 smiles="C=C.C=C"
C 1.7530 -2.0482 1.6778 -0.4170
C 1.0722 -2.8957 0.8631 -0.5059
H 2.3496 -2.6417 2.4858 0.2152
H 1.9510 -0.9431 1.3340 0.2078
H 0.6753 -3.6814 1.3639 0.2943
H 0.7936 -2.5816 -0.1791 0.2058
C -1.5692 2.9481 -0.8753 -0.5311
C -1.2164 1.8708 -1.6003 -0.3655
H -1.5878 3.1492 0.1498 0.2752
H -1.9955 3.8722 -1.3010 0.1772
H -0.9883 0.9043 -1.1738 0.2666
H -1.2375 2.0470 -2.7449 0.1773

***

Record 3
11
Properties=species:S:1:pos:R:3:mulliken_charge:R:1 method="wB97M-V/def2-TZVPD" relative_energy_kcal_mol=98.0 fmax_ha_per_bohr=0.0811 homo_lumo_gap_ev="8.946 / 8.945" e_lumo_ev="-0.94 / -0.94" energy_ha=-740.5033 smiles="O=CCC=S(=O)=O"
O 0.5733 -2.1581 -0.6357 -0.4441
C -0.0323 -1.4591 0.1599 0.0061
C 0.0365 0.1007 -0.0367 -0.3068
C 1.2456 0.9392 -0.3559 -0.3988
S 2.6867 0.1445 0.0177 0.9374
O 2.7407 -0.7341 1.1631 -0.4787
O 3.8987 0.7559 -0.4475 -0.5134
H -0.6009 -1.9304 1.0297 0.3210
H -0.5570 0.1871 -0.9612 0.2382
H -0.6259 0.4727 0.7729 0.2978
H 1.2132 1.4603 -1.2730 0.3411

***

Record 4
60
Properties=species:S:1:pos:R:3:mulliken_charge:R:1 method="wB97M-V/def2-TZVPD" fmax_ha_per_bohr=0.0283 homo_lumo_gap_ev=7.663 e_lumo_ev=-0.96 energy_ha=-2018.7437 smiles="CCCNc1c(CC)ccc2c1C(=O)c1cc([PH2]=N)c(-c3ccccc3)c(CC(=O)I)c1C2=O"
C 3.7738 -1.1092 4.8858 -1.2628
C 4.3017 -2.1356 3.8861 -0.2993
C 3.2251 -2.5721 2.9070 -0.9574
N 2.7888 -1.4578 2.0577 -0.1619
C 2.4372 -1.7574 0.7362 -0.6087
C 3.3828 -2.2466 -0.1901 1.1571
C 4.8308 -2.4495 0.2039 -0.2945
C 5.8185 -2.0507 -0.8965 -1.5091
C 2.9788 -2.5330 -1.4927 -0.6747
C 1.6796 -2.3238 -1.9379 -1.3068
C 0.7610 -1.7977 -1.0464 0.7221
C 1.1273 -1.5301 0.2775 0.7468
C 0.0529 -1.0058 1.1609 -0.4944
O -0.0632 -1.3190 2.3168 -0.5723
C -0.8895 -0.0630 0.4941 0.7957
C -1.3958 1.0188 1.1834 -1.0074
C -2.2593 1.8950 0.5312 -0.0695
P -2.8915 3.2639 1.5529 0.4681
N -3.6750 2.8183 2.8422 -0.7705
C -2.6219 1.6544 -0.8005 0.8045
C -3.5449 2.5976 -1.5037 -0.7848
C -4.9029 2.3111 -1.6177 0.0848
C -5.7628 3.1921 -2.2734 -0.9380
C -5.2449 4.3600 -2.8160 -0.3544
C -3.8910 4.6549 -2.6991 -0.7865
C -3.0310 3.7824 -2.0391 -0.1611
C -2.1226 0.5376 -1.4889 -0.0636
C -2.5101 0.2916 -2.9245 -1.4101
C -3.8259 -0.4724 -2.9829 0.3122
O -4.2487 -1.0968 -2.0931 -0.3954
I -4.9342 -0.3470 -4.8225 -0.0144
C -1.2451 -0.3180 -0.8267 0.6964
C -0.6237 -1.5043 -1.4821 -0.3330
O -1.1990 -2.1545 -2.3110 -0.5996
H 3.2943 -0.2761 4.3817 0.3044
H 3.0427 -1.5736 5.5460 0.3150
H 4.5760 -0.7211 5.5026 0.3964
H 4.6789 -2.9840 4.4539 0.3621
H 5.1299 -1.6749 3.3528 0.2587
H 2.3794 -2.9186 3.5076 0.3445
H 3.5487 -3.4125 2.3093 0.4751
H 2.0579 -0.9418 2.5152 0.4163
H 5.0268 -1.8811 1.1051 0.1958
H 4.9521 -3.4998 0.4646 0.3302
H 5.9497 -2.8390 -1.6303 0.3443
H 5.4432 -1.1674 -1.4003 0.4130
H 6.7926 -1.8442 -0.4664 0.3869
H 3.7123 -2.9122 -2.1844 0.2818
H 1.4078 -2.5420 -2.9560 0.5326
H -1.1342 1.1706 2.2201 0.5816
H -3.6333 4.0893 0.6977 0.0540
H -1.7337 4.0272 1.8238 0.0951
H -3.7386 1.8055 2.8577 0.2723
H -5.2859 1.4025 -1.1804 0.5519
H -6.8100 2.9530 -2.3411 0.4373
H -5.8909 5.0478 -3.3385 0.3936
H -3.4834 5.5663 -3.1097 0.4043
H -1.9797 4.0018 -1.9355 0.5140
H -1.7589 -0.2726 -3.4594 0.7514
H -2.6879 1.2520 -3.3988 0.6300

***

Record 5
97
Properties=species:S:1:pos:R:3:mulliken_charge:R:1 method="wB97M-V/def2-TZVPD" spin_multiplicity=5 fmax_ha_per_bohr=0.1054 homo_lumo_gap_ev="6.935 / 5.484" e_lumo_ev="-1.93 / -4.20" energy_ha=-3974.3845 s_squared=6.1481 charge=+1
C -0.7956 -2.4621 -1.8639 0.0035
C 1.4537 -2.2312 -1.2364 0.2290
C -0.5106 -3.5964 -2.6234 -0.7245
C 1.7530 -3.4922 -1.8279 -1.1838
C 0.7662 -4.1626 -2.5396 -0.9403
H -1.2978 -3.9908 -3.2546 0.5765
H 2.7741 -3.8566 -1.7453 0.5651
H 0.9604 -5.1146 -3.0175 0.4573
N 0.1281 -1.8835 -1.0903 1.4161
P -2.4535 -0.8540 -0.3442 0.4131
P 2.3314 0.3545 -0.2357 0.7006
C -2.1609 -1.8031 -1.9142 -1.5744
H -2.2071 -1.1448 -2.7973 0.6283
H -2.9268 -2.5715 -2.0717 0.5667
C -0.2178 1.2326 0.9553 0.1846
O -0.0937 2.2810 1.4736 -0.4902
C 2.4390 -1.2984 -0.8553 -1.6740
H 3.4697 -1.6935 -0.8703 0.8191
C 3.4285 1.0630 -1.7136 2.0962
C 3.4721 0.5933 1.3211 2.4243
C -3.6884 0.5585 -0.7584 2.3645
C -3.2994 -2.2656 0.6163 2.1752
C 2.9599 2.5062 -1.8146 -1.4041
H 3.2199 3.1029 -0.9315 0.2099
H 3.4248 2.9808 -2.6922 0.6531
H 1.8721 2.5160 -1.9345 -0.3191
C 4.9529 1.0073 -1.5640 -2.0438
H 5.3469 1.5660 -0.7118 0.4213
H 5.3299 -0.0220 -1.5373 0.3654
H 5.3832 1.4753 -2.4633 0.5153
C 3.1288 0.2958 -3.0072 -1.7958
H 3.6133 0.8053 -3.8554 0.6312
H 3.5164 -0.7296 -2.9893 0.4436
H 2.0533 0.2490 -3.2093 0.0605
C 3.8672 2.0781 1.4330 -1.8186
H 2.9679 2.7059 1.5127 0.3169
H 4.4508 2.2177 2.3556 0.5383
H 4.4781 2.4555 0.6099 0.2901
C 2.7022 0.2672 2.5990 -1.9785
H 1.8058 0.8854 2.7064 0.3908
H 2.4088 -0.7836 2.6407 0.2134
H 3.3521 0.4704 3.4660 0.7064
C 4.6671 -0.3618 1.2789 -1.8732
H 5.3423 -0.2020 0.4371 0.2771
H 5.2613 -0.2141 2.1936 0.5510
H 4.3367 -1.4073 1.2586 0.2742
C -3.5948 -1.7285 2.0179 -1.4443
H -4.0756 -2.5263 2.6041 0.5133
H -2.6665 -1.4404 2.5243 0.1659
H -4.2669 -0.8626 2.0118 0.1011
C -2.2984 -3.4272 0.7436 -1.6904
H -2.1166 -3.9347 -0.2130 0.2328
H -1.3397 -3.0819 1.1502 0.1038
H -2.7142 -4.1745 1.4384 0.6969
C -4.5855 -2.8194 -0.0363 -1.7111
H -4.7797 -3.8153 0.3901 0.5361
H -5.4653 -2.2066 0.1822 0.4123
H -4.5114 -2.9516 -1.1214 0.1728
C -3.6210 0.8223 -2.2625 -1.4411
H -4.0795 0.0202 -2.8588 0.2655
H -4.1547 1.7594 -2.4925 0.7277
H -2.5759 0.9444 -2.5707 -0.5402
C -3.1905 1.8105 -0.0156 -1.6583
H -2.2152 2.1459 -0.3916 0.0337
H -3.9060 2.6298 -0.1814 0.6025
H -3.1038 1.6463 1.0662 0.2796
C -5.1471 0.2878 -0.3714 -1.9694
H -5.5826 -0.5373 -0.9484 0.3630
H -5.2766 0.1036 0.7018 0.3106
H -5.7312 1.1898 -0.6178 0.5224
Fe -0.1713 -0.2211 -0.0528 0.5645
N -0.1450 0.5828 -1.7200 0.0532
C 0.1605 1.1297 -2.7096 -0.1962
C -0.0478 2.1408 -3.8423 2.1919
C 1.0409 1.9747 -4.9087 -1.6828
C -1.3898 1.8890 -4.5242 -1.7454
C -0.0165 3.5521 -3.2429 -1.5205
H 2.0350 2.2088 -4.5014 0.1765
H 1.0246 0.9440 -5.2973 0.3962
H 0.8602 2.6559 -5.7534 0.5221
H -2.2302 2.2387 -3.9167 0.4364
H -1.4351 2.4204 -5.4863 0.4999
H -1.5234 0.8192 -4.7276 0.3331
H -0.2550 4.3023 -4.0124 0.4531
H -0.7330 3.6371 -2.4083 0.1933
H 0.9786 3.7896 -2.8515 0.5059
Cl -1.1365 -0.2280 5.8862 -0.2013
C -0.4472 -1.1188 4.6011 -0.1557
C 0.1867 -2.3356 4.8333 -0.7230
C 0.7175 -3.0052 3.7318 -0.9545
C 0.5904 -2.4460 2.4545 -0.2547
N -0.0470 -1.2804 2.2449 1.1584
C -0.5421 -0.6010 3.2970 -0.8386
H 0.2528 -2.7267 5.8446 0.4610
H 1.2231 -3.9606 3.8246 0.4755
H 1.0203 -2.9614 1.5914 0.1092
H -1.0375 0.3488 3.1410 0.4992

***

Record 6
21
Properties=species:S:1:pos:R:3:mulliken_charge:R:1 method="wB97M-V/def2-TZVPD" relative_energy_kcal_mol=127.4 fmax_ha_per_bohr=0.0594 homo_lumo_gap_ev="5.120 / 7.249" e_lumo_ev="-6.94 / -5.62" energy_ha=-577.9349 charge=+1
C -2.6355 0.0809 -0.2439 0.1803
C -2.0469 -1.0122 0.0935 -0.1386
C -4.0348 0.4429 -0.0568 -1.1592
C 1.0682 0.5712 -1.3017 -0.8695
C 2.0753 0.9565 1.5127 -1.0816
C 2.6424 -1.4007 -0.0369 -1.1509
P 1.2578 -0.2290 0.3291 0.3504
H -2.0622 0.7869 -0.8543 0.3274
H -1.4035 -1.9018 0.1835 0.4121
H -4.5769 0.2567 -1.0099 0.3168
H -4.1381 1.3871 0.4675 0.3317
H -4.5327 -0.2713 0.6077 0.3564
H 1.0261 1.6366 -1.0186 0.3066
H 0.2163 0.2726 -1.9004 0.3007
H 1.9499 0.2008 -1.8319 0.3538
H 3.0821 1.2226 1.2444 0.3623
H 2.2251 0.2208 2.4123 0.3174
H 1.4008 1.7739 1.7440 0.3447
H 2.7446 -1.8674 0.9713 0.3914
H 3.4691 -0.9153 -0.5862 0.4160
H 2.2727 -2.2119 -0.7252 0.3317